# 1
{
  "formula": "C3H21HfO18",
  "method": "wB97M-V/def2-TZVPD",
  "symbols": ["Hf", "O", "O", "O", "O", "O", "O", "O", "O", "O", "O", "O", "O", "O", "O", "O", "O", "O", "O", "C", "C", "C", "H", "H", "H", "H", "H", "H", "H", "H", "H", "H", "H", "H", "H", "H", "H", "H", "H", "H", "H", "H", "H"],
  "xyz": [[-1.308, 1.458, 0.250], [3.057, 1.137, 1.309], [-0.087, 2.519, 1.550], [-2.846, -0.024, -0.185], [-0.580, 0.631, -1.466], [3.327, -2.939, -1.530], [2.127, -1.452, 1.493], [-1.189, -1.821, 1.756], [0.002, 2.938, -0.401], [-2.522, 2.510, -1.033], [-0.819, -2.026, -3.933], [1.500, -3.459, -3.442], [1.418, 4.078, 1.012], [0.664, 0.169, 3.265], [0.335, 0.228, 0.249], [-1.729, 0.656, 2.193], [-4.250, 3.847, -0.340], [-2.722, 2.766, 0.953], [1.008, -0.866, -1.614], [0.261, -0.047, -0.938], [0.444, 3.251, 0.736], [-3.198, 3.054, -0.170], [2.760, 0.255, 1.551], [1.631, 4.589, 0.164], [2.287, -1.282, 0.612], [1.229, -4.286, -3.188], [2.676, -3.110, -2.236], [-2.710, -0.773, -0.769], [-3.624, -0.234, 0.391], [2.177, -3.675, -4.031], [-1.228, -2.152, -3.103], [0.067, -2.227, -3.772], [0.610, -0.927, -2.490], [1.111, 1.013, 3.161], [3.360, -1.993, -1.393], [-0.994, -2.550, 1.209], [-1.457, -0.251, 2.509], [3.979, 1.145, 1.484], [-2.571, 0.597, 2.661], [1.138, -0.427, 2.688], [-1.209, -2.116, 2.676], [2.680, -2.207, 1.783], [-4.803, 4.005, 0.379]],
  "nbo_charge": [2.3193, -0.9663, -0.7153, -0.9127, -0.7282, -0.9695, -0.9556, -0.9671, -0.7566, -0.6881, -0.9123, -0.9340, -0.6158, -0.9828, -0.7189, -0.9114, -0.6411, -0.7591, -0.6547, 1.0053, 1.0261, 1.0231, 0.4765, 0.5196, 0.4860, 0.4859, 0.4757, 0.5293, 0.5326, 0.4934, 0.4457, 0.4691, 0.5184, 0.4922, 0.4620, 0.4971, 0.5492, 0.4718, 0.5081, 0.4861, 0.4951, 0.5036, 0.5183],
  "homo_lumo_gap_ev": 9.81,
  "energy_ha": -1529.26439,
  "total_charge": 1
}


# 2
{
  "formula": "C4H11NO2",
  "method": "wB97M-V/def2-TZVPD",
  "symbols": ["O", "O", "N", "C", "C", "C", "C", "H", "H", "H", "H", "H", "H", "H", "H", "H", "H", "H"],
  "xyz": [[-0.222, 0.272, -2.392], [-1.000, -1.144, 2.605], [-1.592, 0.168, 0.230], [-0.017, -0.352, 1.957], [-0.230, -0.338, 0.462], [1.016, 0.098, -1.713], [0.868, 0.462, -0.243], [1.348, -0.946, -1.803], [-1.567, 1.156, 0.474], [-0.042, 0.665, 2.365], [-0.063, 0.495, -3.315], [1.852, 0.309, 0.194], [0.635, 1.531, -0.204], [-0.180, -1.376, 0.103], [0.953, -0.800, 2.187], [1.780, 0.717, -2.175], [-1.743, 0.188, -0.777], [-1.796, -1.106, 2.046]],
  "nbo_charge": [-0.7475, -0.7297, -0.8439, -0.0555, -0.0867, -0.0516, -0.4334, 0.1573, 0.3444, 0.1516, 0.4794, 0.2145, 0.2009, 0.1914, 0.1740, 0.1662, 0.3842, 0.4843],
  "homo_lumo_gap_ev": 10.30,
  "smiles": "N[C@H](CO)CCO",
  "energy_ha": -364.22786
}


Question: Number 1 is which compound?
Answer: C3H21HfO18